1.
Computed, not measured: an isolated molecule of C5H14P2 at a distorted geometry, with ωB97M-V/def2-TZVPD.

The geometry in XYZ format:
```
21
Properties=species:S:1:pos:R:3:mulliken_charge:R:1
C -1.393 0.200 -1.596 -1.164
C 1.714 -0.971 -1.010 -0.874
C 2.018 1.395 0.482 -1.047
C -1.638 1.150 1.090 -1.341
C -1.414 -1.689 0.782 -1.195
P 1.502 -0.395 0.752 0.033
P -0.755 -0.117 0.143 0.715
H -1.468 -0.732 -2.097 0.416
H -0.741 0.945 -2.110 0.279
H 2.512 -0.420 -1.651 0.330
H 0.685 -0.940 -1.511 0.229
H 2.219 -1.980 -0.887 0.303
H 3.136 1.282 0.292 0.336
H 1.687 2.002 1.244 0.404
H 1.566 1.834 -0.450 0.299
H -2.641 0.801 0.888 0.413
H -1.204 1.262 2.003 0.480
H -1.274 2.032 0.559 0.323
H -2.426 -1.845 0.472 0.384
H -0.683 -2.482 0.728 0.349
H -1.400 -1.330 1.877 0.328
```

Results
Energy = -881.48570 hartree
Frontier orbital gap = 7.8 eV
SMILES = C=P(C)(C)P(C)C
E_LUMO = 0.7 eV
HOMO energy = -7.037 eV
F_max = 3.67 eV/Å

2.
Computed, not measured: a structure of composition C27H39BCl3MnN6S3Si, with ωB97M-V/def2-TZVPD.

The geometry in XYZ format:
```
81
Properties=species:S:1:pos:R:3:mulliken_spin:R:1
Mn -0.155 0.235 -0.135 1.438
C -2.609 -4.137 0.830 -0.001
C -1.608 -3.429 1.688 0.018
C -1.019 -3.991 2.798 -0.005
C -0.059 -3.290 3.554 0.001
N 0.251 -2.046 3.236 -0.014
N -0.340 -1.501 2.191 0.038
B -0.074 -0.016 1.902 -0.231
N 1.324 0.376 2.408 -0.012
N 1.424 0.777 3.663 -0.001
C 2.624 0.892 4.185 -0.001
C 3.766 0.584 3.412 -0.003
C 3.660 0.205 2.097 0.011
C 4.834 -0.100 1.219 0.004
C 2.350 0.119 1.604 0.013
S 1.939 -0.283 -0.054 -0.076
C 2.739 1.340 5.628 -0.001
C 1.358 1.646 6.214 0.000
C 3.619 2.598 5.697 0.000
C 3.394 0.198 6.426 0.000
N -1.159 0.880 2.538 -0.001
N -1.645 0.517 3.713 -0.005
C -2.463 1.343 4.328 -0.002
C -2.794 2.590 3.746 0.001
C -2.317 2.949 2.510 0.017
C -2.652 4.236 1.822 -0.002
C -1.474 2.007 1.901 -0.003
S -0.784 2.196 0.289 -0.095
C -3.016 0.942 5.680 0.000
C -4.551 0.926 5.598 0.000
C -2.509 -0.439 6.090 0.000
C -2.555 1.982 6.717 0.000
C -1.199 -2.124 1.389 0.002
S -1.755 -1.211 0.001 -0.096
C 0.645 -3.857 4.773 -0.001
C 0.358 -5.348 4.950 0.000
C 0.138 -3.079 6.000 0.000
C 2.158 -3.643 4.617 0.000
H -2.798 -5.142 1.199 0.000
H -2.253 -4.209 -0.200 0.000
H -3.554 -3.590 0.811 0.001
H -1.288 -4.999 3.087 0.000
H 4.746 0.661 3.867 0.000
H 5.767 -0.019 1.772 0.000
H 4.872 0.594 0.377 0.000
H 4.760 -1.108 0.809 0.001
H 0.869 2.458 5.672 0.000
H 1.475 1.952 7.254 0.000
H 0.709 0.768 6.183 0.000
H 3.189 3.417 5.117 0.000
H 4.634 2.413 5.339 0.000
H 3.695 2.922 6.735 0.000
H 2.785 -0.709 6.389 0.000
H 3.489 0.500 7.469 0.000
H 4.395 -0.040 6.062 0.000
H -3.447 3.266 4.283 -0.001
H -3.278 4.864 2.451 0.000
H -3.186 4.044 0.889 0.000
H -1.745 4.790 1.574 0.000
H -4.901 0.214 4.847 0.000
H -4.964 1.909 5.365 0.000
H -4.956 0.623 6.563 0.000
H -2.826 -1.207 5.382 0.000
H -2.918 -0.689 7.069 0.000
H -1.420 -0.458 6.157 0.000
H -2.914 2.987 6.487 0.000
H -1.465 2.009 6.788 0.000
H -2.953 1.711 7.694 0.000
H -0.696 -5.544 5.159 0.000
H 0.925 -5.718 5.803 0.000
H 0.664 -5.929 4.077 0.000
H -0.939 -3.203 6.133 0.000
H 0.360 -2.016 5.900 0.000
H 0.635 -3.454 6.896 0.000
H 2.541 -4.173 3.741 0.000
H 2.670 -4.037 5.495 0.000
H 2.401 -2.583 4.525 0.000
Cl -0.108 0.485 -3.114 0.004
Si -0.106 1.070 -4.994 0.000
Cl -1.793 1.286 -5.927 0.000
Cl 1.579 1.413 -5.889 0.000
```

Results
Multiplicity = 2
Net charge = +3
Energy = -5420.49027 hartree
Frontier orbital gap (spin up / spin down) = 7.0 / 7.1 eV
E_LUMO (spin up / spin down) = -9.7 / -9.7 eV
HOMO energy (spin up / spin down) = -16.746 / -16.803 eV
Expectation value of S² = 1.161
F_max = 0.53 eV/Å

3.
Computed, not measured: an isolated molecule of C4H6O2, with ωB97M-V/def2-TZVPD.

The geometry in XYZ format:
```
12
Properties=species:S:1:pos:R:3:mulliken_charge:R:1
C 1.592 0.622 0.079 -0.426
O 1.730 -0.565 0.844 -0.442
C 0.762 -0.554 -0.193 -0.015
C -0.669 -0.637 0.262 -0.014
C -1.667 0.360 -0.134 -0.425
O -1.615 -0.914 -0.757 -0.442
H 1.152 1.468 0.609 0.236
H 2.430 0.862 -0.575 0.265
H 1.000 -1.184 -1.053 0.383
H -0.816 -1.195 1.189 0.382
H -1.362 1.196 -0.765 0.236
H -2.538 0.541 0.495 0.264
```

Results
Energy = -306.39722 hartree
Frontier orbital gap = 11.5 eV
SMILES = C1O[C@H]1[C@H]1CO1
E_LUMO = 1.0 eV
HOMO energy = -10.501 eV
F_max = 0.33 eV/Å

4.
Computed, not measured: a structure of composition CH4OSc at a distorted geometry, with ωB97M-V/def2-TZVPD.

The geometry in XYZ format:
```
7
Properties=species:S:1:pos:R:3:mulliken_charge:R:1
O -1.015 2.624 0.386 -0.646
Sc -0.971 1.434 -1.040 1.344
H -0.005 0.590 0.650 0.233
C 0.461 -0.514 0.569 -0.947
H -0.246 -1.127 1.140 0.352
H 0.660 -1.013 -0.385 0.360
H 1.475 -0.441 1.008 0.304
```

Results
Net charge = +1
Energy = -876.12569 hartree
Frontier orbital gap (spin up / spin down) = 8.5 / 8.5 eV
E_LUMO (spin up / spin down) = -6.4 / -6.4 eV
HOMO energy (spin up / spin down) = -14.971 / -14.970 eV
F_max = 7.31 eV/Å

Q: Look up the F_max of the third one.
A: 0.33 eV/Å

Q: Look up the energy of the fourth one.
A: -876.12569 hartree